# 1
This record from OMol25 describes a structure of composition C41H26Cl2F9KN7PS. The level of theory is wB97M-V/def2-TZVPD.

Atoms and positions in Å:
K: -0.7638 1.8547 0.5177
C: 1.9775 5.6679 2.3903
C: 0.8721 4.9640 1.9449
N: 0.8673 4.3205 0.7826
C: 1.9740 4.3891 0.0490
C: 3.0928 5.0724 0.5210
N: 3.1008 5.7142 1.6820
C: 1.9767 3.7167 -1.2850
C: 2.8725 4.1162 -2.2663
C: 2.8806 3.4752 -3.4955
C: 1.9889 2.4277 -3.6668
C: 1.1308 2.0860 -2.6310
N: 1.0991 2.7341 -1.4691
C: 0.2015 0.9293 -2.8043
C: 0.5921 -0.1854 -3.5443
N: -0.2236 -1.2056 -3.7815
C: -1.4379 -1.1261 -3.2466
C: -1.8135 -0.0484 -2.4608
N: -1.0039 0.9836 -2.2383
C: 3.7920 3.9072 -4.5889
C: 4.2656 5.2105 -4.6627
C: 5.0983 5.5707 -5.7100
N: 5.4798 4.7350 -6.6746
C: 5.0265 3.4845 -6.5957
C: 4.1956 3.0280 -5.5850
H: 1.9636 6.1923 3.3381
H: -0.0304 4.9150 2.5412
H: 4.0188 5.0856 -0.0391
H: 3.5638 4.9231 -2.0726
H: 1.9233 1.9048 -4.6108
H: 1.6003 -0.2626 -3.9329
H: -2.1213 -1.9462 -3.4311
H: -2.7941 -0.0173 -2.0046
H: 3.9757 5.9570 -3.9352
H: 5.4739 6.5852 -5.7787
H: 5.3456 2.8088 -7.3809
H: 3.8978 1.9878 -5.5724
Cl: -2.8616 2.0383 2.7914
C: -1.8690 2.2008 4.2689
Cl: -0.1457 2.2455 3.8897
H: -2.0673 1.3398 4.8970
H: -2.1489 3.1279 4.7518
F: -7.0089 -4.7974 -0.2295
C: -6.0890 -4.5265 -1.1783
F: -5.7225 -5.7034 -1.7138
F: -6.7186 -3.8276 -2.1404
C: -4.9169 -3.7747 -0.6140
C: -3.8246 -4.4681 -0.1126
C: -2.7408 -3.7756 0.4062
C: -2.7251 -2.3827 0.4423
C: -3.8417 -1.7115 -0.0599
C: -4.9345 -2.3892 -0.5819
P: -1.2964 -1.2946 1.0013
C: 0.0300 -2.5234 0.6909
C: 0.6334 -2.4619 -0.5575
C: 1.6432 -3.3434 -0.9132
C: 2.0665 -4.2934 -0.0008
C: 1.4671 -4.3770 1.2499
C: 0.4495 -3.5016 1.5908
C: 3.1644 -5.2606 -0.3433
F: 2.7216 -6.5353 -0.3409
F: 3.6913 -5.0284 -1.5568
F: 4.1724 -5.2055 0.5476
C: -1.6295 -1.3992 2.8231
C: -2.9451 -1.4146 3.2909
C: -3.2275 -1.3956 4.6466
C: -2.1885 -1.3752 5.5676
C: -0.8747 -1.3666 5.1277
C: -0.6015 -1.3675 3.7663
C: -2.5029 -1.2718 7.0311
F: -2.7847 0.0082 7.3775
F: -1.4801 -1.6638 7.8055
F: -3.5770 -2.0033 7.3741
H: -3.8190 -5.5499 -0.1304
H: -1.8945 -4.3388 0.7781
H: -3.8591 -0.6259 -0.0329
H: -5.7867 -1.8474 -0.9714
H: 0.3208 -1.7031 -1.2624
H: 2.0997 -3.2843 -1.8912
H: 1.7943 -5.1317 1.9546
H: -0.0253 -3.5962 2.5591
H: -3.7716 -1.4375 2.5918
H: -4.2549 -1.4066 4.9874
H: -0.0626 -1.3591 5.8424
H: 0.4257 -1.3194 3.4341
S: 3.1067 0.6663 0.2673
C: 1.6820 0.3501 1.0186
N: 0.6695 0.1070 1.5575

Highest occupied orbital energy in Eh: -0.28384
Calculated total energy in eV: -139325.11117
Orbital gap in eV: 6.92
Molecular weight in g mol⁻¹: 960.7

Mulliken atomic charge list, values in e, 5 entries: 0.73 -0.42 -0.24 -0.24 0.49



# 2
This record from OMol25 describes a structure of composition C41H27BrF4N3O3PPtS. The level of theory is wB97M-V/def2-TZVPD.

Atoms and positions in Å:
Pt: 0.8030 -0.3573 -1.0943
F: -5.0592 -3.4096 -3.6792
C: -4.2071 -2.8321 -2.8651
C: -4.4597 -2.7870 -1.5046
F: -5.5601 -3.3177 -1.0173
C: -3.5446 -2.1716 -0.6606
F: -3.8319 -2.1276 0.6340
C: -2.3676 -1.6053 -1.1334
P: -1.1842 -0.8706 0.0319
C: -1.0000 -2.0669 1.3614
C: -0.5885 -3.3559 1.0118
C: -0.4019 -4.3129 1.9932
C: -0.6146 -3.9853 3.3280
C: -1.0262 -2.7074 3.6761
C: -1.2268 -1.7450 2.6961
C: -1.8910 0.6562 0.6554
C: -1.1034 1.4414 1.5048
C: -1.5573 2.6815 1.9175
C: -2.7851 3.1604 1.4714
C: -3.5646 2.3859 0.6235
C: -3.1235 1.1351 0.2144
C: -2.1452 -1.6591 -2.5129
Br: -0.6150 -0.8745 -3.3301
C: -3.0431 -2.2596 -3.3695
F: -2.8179 -2.3036 -4.6739
H: -0.4236 -3.6134 -0.0291
H: -0.0979 -5.3151 1.7211
H: -0.4708 -4.7332 4.0966
H: -1.2074 -2.4598 4.7137
H: -1.5751 -0.7596 2.9758
H: -0.1322 1.0870 1.8372
H: -0.9519 3.2823 2.5844
H: -3.1314 4.1400 1.7748
H: -4.5211 2.7582 0.2811
H: -3.7413 0.5443 -0.4508
O: -4.1967 6.2562 0.8614
S: -3.7604 7.5976 0.6318
O: -3.6434 8.4840 1.7399
O: -3.9356 8.1380 -0.6991
C: -1.7028 7.3712 0.1264
N: -0.9844 8.4253 0.2865
C: 0.3234 8.2135 0.1032
C: 0.8073 6.9517 -0.2330
C: -0.1164 5.9301 -0.3916
N: -1.4321 6.1625 -0.2299
C: 0.2258 4.5307 -0.7460
C: -0.6749 3.7791 -1.4936
C: -0.4131 2.4455 -1.7092
N: 0.6744 1.8322 -1.2195
C: 1.5664 2.5660 -0.5380
C: 1.3827 3.9121 -0.2864
H: 0.9797 9.0667 0.2159
H: 1.8643 6.7996 -0.3988
H: -1.5857 4.2233 -1.8696
H: -1.1055 1.8314 -2.2684
H: 2.4369 2.0426 -0.1621
H: 2.1174 4.4445 0.3022
C: 3.7971 -6.8874 -0.9489
C: 4.1562 -5.7744 -0.1811
C: 3.5334 -4.5685 -0.3800
C: 2.5294 -4.4399 -1.3803
C: 2.1828 -5.5903 -2.1428
C: 2.8070 -6.7927 -1.9302
C: 1.8386 -3.2376 -1.6802
C: 1.9194 -2.0111 -1.0448
C: 2.9053 -1.5064 -0.0789
C: 4.1252 -0.9676 -0.5274
C: 5.0095 -0.4206 0.3822
C: 4.6978 -0.3937 1.7402
C: 3.4936 -0.9190 2.1901
C: 2.5904 -1.4685 1.2939
H: 4.2947 -7.8338 -0.7803
H: 4.9286 -5.8688 0.5698
H: 3.8163 -3.7165 0.2185
H: 1.4221 -5.4967 -2.9086
H: 2.5439 -7.6601 -2.5194
H: 1.1132 -3.3043 -2.4871
H: 4.3666 -0.9908 -1.5831
H: 5.9523 -0.0191 0.0349
H: 5.4005 0.0288 2.4463
H: 3.2579 -0.9104 3.2465
H: 1.6593 -1.8965 1.6456

Total charge: +2
Highest occupied orbital energy (spin up / spin down) in Eh: -0.46648 / -0.53483
Multiplicity: 5
Energy relative to the best compared isomer or geometry (same formula, charge and spin) in kJ/mol: 0.00
Calculated total energy in eV: -157831.17933
Orbital gap (spin up / spin down) in eV: 7.08 / 6.02
Molecular weight in g mol⁻¹: 1023.7

Mulliken atomic charge list, values in e, 5 entries: 1.71 -0.25 0.52 0.41 -0.26